DFT (the ωB97M-V functional and the def2-TZVPD basis) results for a cluster of 2 separate species, C7H9N2P in total.

Relative energy (zero: lowest compared OMol25 entry of this formula, charge and spin), kcal per mole: 70.20
Structure (SMILES): C1=CCCC1.N#CP=C=N
Gap between HOMO and LUMO, eV: 8.66
E_HOMO, eV: -8.9
Largest force on an atom, eV/Å: 4.252
Electronic energy, eV: -19670.3975

The geometry in XYZ format:
```
19
Properties=species:S:1:pos:R:3:forces:R:3
H 1.31351 -0.78404 -2.34536 0.822 -0.307 1.993
C 1.11903 0.56766 0.88560 2.452 -1.378 -3.189
C -2.92304 1.24930 0.02686 -0.572 -0.035 0.573
H 0.34823 1.18855 1.19273 -1.710 0.992 0.568
H -3.19386 2.94430 1.19565 0.182 -0.986 -0.206
N -3.43004 2.06852 0.71455 -0.141 1.437 0.242
C 1.77632 -0.70333 -1.27470 0.198 1.238 -0.741
N -2.27475 -2.12132 0.93519 -0.604 0.191 -0.266
H 0.34738 -1.18593 1.80238 0.046 -1.255 0.248
P -2.58573 0.03821 -1.06973 0.134 -1.236 -0.123
C 1.38604 0.66627 -0.68184 0.706 2.534 -0.453
H 2.24244 1.37609 -0.99385 -1.778 -0.400 0.617
H 1.98357 0.79744 1.47099 0.765 0.368 0.433
C 0.88706 -0.89382 0.92621 -0.979 0.097 0.115
H 1.09172 -2.61922 -0.34953 -0.131 0.060 0.351
H 2.92086 -0.73452 -1.37844 -1.597 -0.386 0.122
H 0.37578 0.98171 -1.06696 1.229 -0.089 -0.150
C 1.20125 -1.54989 -0.18868 0.013 -1.442 0.060
C -2.58577 -1.28597 0.19896 0.964 0.598 -0.192
```
Forces are in eV/Å.


DFT (the ωB97M-V functional and the def2-TZVPD basis) results for a cluster of 2 separate species, H4O2 in total.

Relative energy (zero: lowest compared OMol25 entry of this formula, charge and spin), kcal per mole: 3.48
Structure (SMILES): O.O
Gap between HOMO and LUMO, eV: 11.88
E_HOMO, eV: -11.1
Largest force on an atom, eV/Å: 1.222
Electronic energy, eV: -4159.7881

The geometry in XYZ format:
```
6
Properties=species:S:1:pos:R:3:forces:R:3
H 2.05780 0.64860 0.03046 0.585 1.050 0.222
O 1.52117 -0.08410 -0.21565 -0.838 -0.517 -0.353
H 1.94920 -0.82471 0.20204 0.164 -0.554 0.172
H -1.14020 -0.29512 0.11494 -0.713 0.309 -0.306
H -2.31879 0.73842 0.04527 0.408 -0.885 -0.165
O -2.06918 -0.18309 -0.17707 0.393 0.598 0.430
```
Forces are in eV/Å.


DFT (the ωB97M-V functional and the def2-TZVPD basis) results for a cluster of 2 separate species, C2H3Cl2NS in total.

Relative energy (zero: lowest compared OMol25 entry of this formula, charge and spin), kcal per mole: 19.72
Structure (SMILES): [H]/N=C\Cl.S=CCl
Gap between HOMO and LUMO, eV: 8.74
E_HOMO, eV: -9.3
Largest force on an atom, eV/Å: 0.907
Electronic energy, eV: -39491.6732

The geometry in XYZ format:
```
9
Properties=species:S:1:pos:R:3:forces:R:3
N -0.99844 -0.61353 0.40697 0.639 -0.527 0.371
C 2.16227 -0.06878 -0.08565 0.717 -0.474 0.189
S 3.69402 -0.38617 0.27713 -0.493 0.098 -0.105
H -1.00474 -0.42419 1.40572 -0.255 0.198 -0.017
Cl 1.56803 1.47455 -0.53552 -0.142 0.269 -0.088
Cl -3.06836 1.07965 0.25537 -0.028 0.033 0.070
H -1.88077 -0.20600 -1.35935 -0.120 0.102 -0.079
C -1.84321 -0.04073 -0.28947 -0.286 0.163 -0.320
H 1.37120 -0.81481 -0.07519 -0.032 0.138 -0.022
```
Forces are in eV/Å.


DFT (the ωB97M-V functional and the def2-TZVPD basis) results for an isolated molecule of C4H9NO2.

Relative energy (zero: lowest compared OMol25 entry of this formula, charge and spin), kcal per mole: 65.42
Structure (SMILES): N[C@@H](C=O)CCO
Gap between HOMO and LUMO, eV: 10.00
E_HOMO, eV: -9.4
Largest force on an atom, eV/Å: 6.203
Electronic energy, eV: -9877.2238

The geometry in XYZ format:
```
16
Properties=species:S:1:pos:R:3:forces:R:3
C 0.13889 -0.60509 0.65388 -2.192 0.781 0.405
H 0.08495 -0.26638 1.74180 0.702 -0.515 -1.259
O 2.30810 -0.10988 -0.06568 -0.158 -1.012 1.780
H -0.64900 -1.39299 0.61648 0.132 0.644 -0.048
H -1.42909 0.83753 -2.05207 2.081 -0.895 1.192
H 1.28779 -1.75279 -0.78920 -0.078 0.192 -0.069
C 1.41613 -1.23064 0.15872 0.219 0.464 -0.147
H 2.12452 0.30147 0.80880 1.047 0.496 -0.962
H -1.95708 2.15714 -0.19786 -0.508 0.870 0.120
H 0.41386 1.47334 -0.31049 0.097 -0.938 0.424
H 1.76048 -1.99958 0.89272 0.202 0.709 -0.382
O -1.99577 0.94572 1.52700 1.116 2.764 -3.707
H -1.03279 -0.67559 -1.63440 0.291 0.192 0.295
C -0.33489 0.64743 -0.19600 0.023 0.658 -0.216
C -1.51755 1.40905 0.44369 -0.570 -4.993 3.637
N -0.61854 0.26127 -1.59740 -2.405 0.583 -1.062
```
Forces are in eV/Å.